(1)
{
  "formula": "C60H71MoNO2S5Si5Te",
  "method": "ωB97M-V/def2-TZVPD",
  "elements": ["Mo", "S", "C", "C", "C", "C", "C", "C", "S", "C", "C", "C", "C", "C", "C", "C", "S", "C", "C", "C", "C", "C", "C", "S", "N", "H", "H", "H", "H", "H", "H", "H", "H", "H", "H", "H", "H", "H", "H", "H", "O", "S", "C", "C", "C", "C", "C", "C", "C", "C", "C", "C", "C", "C", "C", "C", "H", "H", "H", "H", "H", "H", "H", "H", "H", "H", "H", "H", "H", "H", "O", "Si", "C", "C", "C", "C", "C", "C", "C", "C", "C", "C", "C", "C", "C", "C", "C", "C", "C", "C", "H", "H", "H", "H", "H", "H", "H", "H", "H", "H", "H", "H", "H", "H", "H", "C", "Si", "C", "C", "Si", "Te", "Si", "C", "C", "C", "Si", "C", "C", "C", "H", "H", "H", "H", "H", "H", "H", "H", "H", "H", "H", "H", "H", "H", "H", "H", "H", "H", "H", "H", "H", "H", "H", "H", "H", "H", "H"],
  "xyz": [[0.40918, -0.44197, 1.21419], [2.03368, -2.23814, 1.55577], [1.19817, -3.70740, 1.08020], [1.94419, -4.82685, 0.70127], [1.32185, -6.02097, 0.37715], [-0.06296, -6.14068, 0.42972], [-0.82074, -5.04749, 0.81498], [-0.19207, -3.84361, 1.10880], [-1.10884, -2.47159, 1.73956], [-2.25463, -2.00981, 0.39913], [-2.58927, -0.54675, 0.54081], [-3.84856, -0.08136, 0.21840], [-4.12897, 1.26610, 0.37245], [-3.18658, 2.08009, 0.95100], [-1.95691, 1.55556, 1.33272], [-1.09718, 2.35161, 2.28627], [0.15054, 3.52973, 1.67178], [1.46059, 3.12171, 2.79607], [1.72339, 3.95723, 3.87933], [2.74101, 3.65845, 4.77414], [3.49292, 2.50434, 4.60139], [3.25544, 1.67757, 3.51236], [2.25187, 1.98388, 2.59735], [2.13617, 1.02872, 1.10475], [-1.64923, 0.27716, 1.04221], [3.02395, -4.74204, 0.65475], [1.92661, -6.87102, 0.07911], [-0.54588, -7.07665, 0.17850], [-1.90117, -5.12699, 0.88669], [-3.16955, -2.59291, 0.46304], [-1.74818, -2.20480, -0.54686], [-4.59909, -0.77248, -0.13782], [-5.10099, 1.65885, 0.09475], [-3.40007, 3.11687, 1.17638], [-0.56645, 1.64905, 2.92557], [-1.79435, 2.91160, 2.90783], [1.10415, 4.83586, 4.02271], [2.92787, 4.31146, 5.61816], [4.26938, 2.24703, 5.31247], [3.85720, 0.78898, 3.35510], [-0.79605, 2.35999, -1.13753], [-0.38492, 3.08622, -2.37209], [-1.65209, 4.36562, -2.62720], [-1.44615, 5.15948, -3.88542], [-1.68538, 4.58298, -5.13161], [-1.46463, 5.30494, -6.29569], [-1.00313, 6.61353, -6.22810], [-0.76562, 7.19693, -4.99129], [-0.98447, 6.47196, -3.82721], [0.93592, 4.25440, -1.94624], [2.24052, 3.61947, -1.52827], [2.96630, 4.21304, -0.49794], [4.19210, 3.69611, -0.10309], [4.70799, 2.57286, -0.73570], [3.98446, 1.96531, -1.75176], [2.75751, 2.48302, -2.14208], [-1.64883, 4.99637, -1.73428], [-2.57900, 3.78927, -2.64396], [-2.05000, 3.56126, -5.18420], [-1.65240, 4.84446, -7.25825], [-0.83063, 7.17705, -7.13746], [-0.40927, 8.21820, -4.93079], [-0.79699, 6.93073, -2.86088], [0.55141, 4.88831, -1.14482], [1.06518, 4.86471, -2.84858], [2.56090, 5.08389, 0.00894], [4.73500, 4.16348, 0.70970], [5.65889, 2.15948, -0.42186], [4.35792, 1.06483, -2.22619], [2.18873, 1.96765, -2.90475], [0.20810, -0.13107, 3.22252], [0.04108, -0.75128, 4.71289], [0.76161, 0.39116, 6.01776], [0.32203, 1.72000, 6.05353], [0.73031, 2.59241, 7.05155], [1.59995, 2.15224, 8.04342], [2.05128, 0.83984, 8.02836], [1.63178, -0.03137, 7.02706], [0.78545, -2.45670, 4.90626], [2.17603, -2.61677, 4.94307], [2.75562, -3.87171, 5.03896], [1.94992, -5.00515, 5.08492], [0.57012, -4.87300, 5.04641], [-0.00369, -3.60703, 4.96616], [-1.79334, -0.83335, 5.15027], [-2.78647, -0.41177, 4.26576], [-4.13370, -0.43748, 4.61221], [-4.51595, -0.89304, 5.86653], [-3.54491, -1.31060, 6.77018], [-2.20306, -1.27430, 6.41443], [-0.36491, 2.08014, 5.28937], [0.37146, 3.61525, 7.05840], [1.91990, 2.82952, 8.82719], [2.72568, 0.48919, 8.80115], [1.98321, -1.05837, 7.04153], [2.81885, -1.74280, 4.87657], [3.83467, -3.97164, 5.05811], [2.40011, -5.98942, 5.14858], [-0.06216, -5.75299, 5.07860], [-1.08650, -3.51937, 4.93227], [-2.49752, -0.04956, 3.28823], [-4.88317, -0.10083, 3.90418], [-5.56378, -0.91905, 6.14293], [-3.83549, -1.65995, 7.75447], [-1.45731, -1.59255, 7.14047], [0.69428, 1.56098, -5.37574], [1.02400, -0.28363, -5.28527], [0.51519, -0.92652, -6.98110], [2.86183, -0.58730, -5.01131], [-0.11835, -1.53575, -3.66124], [0.78122, -0.95698, -1.40299], [-2.41634, -1.40169, -4.05018], [-3.44132, -2.41690, -2.85624], [-2.80158, -2.03558, -5.77709], [-2.94267, 0.39499, -3.90844], [0.62230, -3.76418, -3.84950], [2.35965, -3.95345, -3.18210], [-0.56252, -4.82351, -2.84906], [0.60243, -4.40742, -5.61819], [1.19540, 1.93276, -6.27748], [1.06757, 2.13223, -4.52709], [-0.37590, 1.77475, -5.47467], [1.25285, -0.59531, -7.72221], [-0.45388, -0.51072, -7.27603], [0.44726, -2.01698, -7.03763], [3.44926, 0.30328, -5.26417], [3.21570, -1.41323, -5.63950], [3.07336, -0.84376, -3.96704], [-3.08964, -3.44978, -2.77875], [-4.48548, -2.43212, -3.18922], [-3.40735, -1.96520, -1.86228], [-2.49305, -3.08052, -5.89355], [-2.29086, -1.45156, -6.54798], [-3.87916, -1.98303, -5.97011], [-2.59042, 0.81410, -2.95803], [-4.03297, 0.50074, -3.95689], [-2.50360, 0.98207, -4.72252], [2.48271, -3.41085, -2.24045], [3.09999, -3.57613, -3.89623], [2.56942, -5.01378, -2.99733], [-0.69832, -4.41591, -1.84060], [-0.16992, -5.84130, -2.74330], [-1.54204, -4.88584, -3.33614], [1.40997, -3.96878, -6.21398], [-0.34511, -4.20668, -6.12958], [0.75113, -5.49404, -5.60663]],
  "atomic_forces_ev_per_a": [[0.46, -0.26, 1.32], [-0.17, 0.01, -0.03], [0.02, -0.02, -0.01], [0.03, -0.03, -0.03], [0.04, 0.00, -0.01], [-0.01, 0.00, 0.05], [-0.02, -0.03, 0.00], [0.00, -0.02, 0.03], [-0.13, 0.20, -0.08], [0.03, 0.04, 0.05], [-0.12, -0.05, -0.06], [0.03, -0.13, -0.07], [-0.23, 0.01, -0.09], [0.13, 0.10, 0.12], [-0.01, 0.14, 0.01], [-0.13, -0.06, -0.02], [0.00, 0.02, -0.23], [0.08, 0.02, 0.07], [0.02, -0.03, -0.01], [0.03, -0.01, -0.06], [-0.01, 0.01, -0.04], [0.00, 0.02, 0.03], [0.05, -0.02, 0.02], [-0.12, 0.13, -0.15], [0.00, 0.16, -0.05], [-0.05, 0.00, 0.01], [-0.04, 0.06, 0.02], [0.02, 0.04, 0.01], [0.07, 0.02, 0.00], [-0.05, -0.08, -0.02], [0.07, 0.00, -0.01], [0.00, -0.01, -0.04], [0.06, -0.03, 0.02], [0.01, -0.03, -0.02], [0.00, -0.01, 0.00], [-0.02, 0.04, 0.04], [0.04, -0.04, -0.02], [-0.01, -0.04, -0.04], [-0.04, 0.01, -0.03], [-0.03, 0.04, 0.01], [-0.16, 0.22, -0.06], [0.10, -0.29, 0.24], [-0.07, 0.12, 0.01], [-0.01, -0.03, 0.01], [-0.01, 0.01, 0.03], [0.01, -0.02, 0.01], [0.00, -0.01, 0.00], [0.00, -0.02, 0.03], [0.00, 0.02, -0.02], [0.11, 0.02, -0.03], [-0.08, -0.03, 0.07], [-0.01, -0.03, 0.03], [0.00, 0.00, -0.03], [0.00, 0.02, -0.02], [-0.01, -0.01, 0.02], [-0.01, 0.01, 0.03], [-0.04, -0.05, -0.03], [0.00, 0.02, -0.05], [0.02, 0.07, 0.00], [0.01, 0.02, 0.04], [-0.01, -0.03, 0.05], [-0.01, -0.04, 0.00], [-0.01, -0.03, -0.06], [0.00, 0.01, 0.02], [0.00, -0.04, 0.08], [0.02, -0.04, -0.03], [-0.01, -0.01, -0.02], [-0.03, 0.01, -0.01], [-0.02, 0.05, 0.02], [0.02, 0.00, 0.00], [0.08, -0.08, 0.09], [-0.12, 0.10, -0.19], [0.09, 0.11, 0.06], [-0.05, -0.05, 0.02], [0.00, -0.10, 0.04], [-0.03, 0.01, -0.05], [-0.01, -0.01, -0.06], [0.00, 0.06, 0.00], [0.06, -0.08, 0.03], [-0.02, -0.02, 0.00], [-0.03, -0.04, -0.03], [0.02, 0.02, 0.00], [-0.02, 0.06, 0.00], [0.00, -0.05, -0.08], [-0.10, -0.03, 0.04], [-0.02, -0.02, 0.05], [0.02, -0.02, 0.06], [0.04, 0.00, -0.03], [0.03, 0.01, -0.03], [0.03, -0.02, 0.01], [0.06, -0.04, 0.07], [0.01, -0.02, 0.00], [-0.01, -0.02, -0.03], [-0.02, 0.01, -0.02], [-0.04, 0.08, 0.02], [-0.03, -0.05, 0.00], [-0.03, 0.00, 0.01], [-0.02, 0.04, 0.00], [0.02, 0.03, 0.00], [0.07, 0.01, 0.02], [-0.02, -0.02, 0.01], [0.02, -0.01, 0.01], [0.04, 0.00, -0.01], [0.01, 0.01, -0.04], [-0.05, 0.02, -0.07], [-0.05, 0.11, -0.07], [-0.01, -0.12, 0.07], [0.02, -0.06, -0.16], [0.17, 0.02, 0.01], [-0.16, 0.02, 0.01], [0.42, -0.04, -0.74], [0.07, 0.04, -0.09], [-0.12, -0.05, 0.15], [0.01, -0.04, -0.15], [-0.06, 0.13, 0.04], [-0.11, 0.06, 0.01], [0.16, -0.04, 0.05], [-0.05, -0.05, 0.09], [0.01, -0.06, -0.15], [-0.04, 0.01, 0.03], [-0.04, -0.09, -0.12], [0.14, -0.03, 0.01], [-0.07, -0.03, 0.04], [0.10, -0.04, 0.02], [0.01, 0.14, 0.02], [-0.04, -0.10, -0.01], [-0.04, 0.07, 0.09], [-0.03, 0.05, -0.09], [-0.06, 0.13, 0.02], [0.06, 0.00, 0.05], [-0.08, -0.08, -0.12], [-0.04, 0.10, 0.01], [-0.07, -0.08, 0.07], [0.08, 0.00, 0.02], [-0.02, -0.01, -0.05], [0.09, 0.01, -0.01], [-0.04, -0.02, 0.07], [-0.01, -0.06, -0.07], [-0.07, -0.03, 0.08], [0.01, 0.08, -0.04], [0.01, -0.05, -0.13], [-0.05, 0.07, -0.01], [0.11, -0.02, 0.04], [-0.09, -0.04, 0.05], [0.10, -0.03, 0.05], [0.00, 0.09, -0.02]],
  "mulliken_charge": [1.328, -0.408, 1.357, -1.199, -0.615, -0.846, -0.753, 0.059, -0.365, -0.656, 0.439, -0.875, -1.429, -0.675, -0.926, 1.233, -0.432, 0.496, -0.681, -0.642, -0.827, -0.655, 0.492, -0.731, 2.672, 0.493, 0.421, 0.437, 0.460, 0.896, -0.789, 0.613, 0.529, 0.644, -2.155, 1.004, 0.502, 0.427, 0.420, 0.538, -0.473, 0.511, -1.161, 0.037, 0.277, -0.851, -0.404, -0.694, -0.352, -1.375, 0.235, -0.319, -0.789, -0.605, -0.769, 0.944, 0.500, 0.616, 0.403, 0.403, 0.387, 0.390, 0.376, 0.625, 0.598, 0.415, 0.378, 0.417, 0.350, -0.285, 1.746, -1.318, 0.852, 0.050, -0.777, -0.494, -0.846, -0.237, 0.677, 0.053, -0.825, -0.625, -0.612, -0.362, 0.151, 0.667, -0.913, -0.825, -0.886, -0.124, 0.094, 0.435, 0.388, 0.417, 0.433, 0.377, 0.428, 0.395, 0.439, 0.209, -0.073, 0.456, 0.389, 0.419, 0.438, -0.544, 1.011, -1.287, -1.120, -0.201, -0.871, 0.681, -0.563, -1.142, -0.311, 0.338, -0.878, -0.483, -1.181, 0.476, 0.020, -0.103, 0.373, 0.297, 0.273, 0.432, 0.414, 0.152, 0.185, 0.510, -0.244, 0.236, 0.277, 0.412, -0.280, 0.599, -0.027, 0.159, 0.309, 0.387, -0.274, 0.474, 0.364, 0.295, 0.268, 0.390],
  "homo_ha": [-0.23893, -0.24384],
  "spin_multiplicity": 3,
  "s_squared": 2.0470
}


(2)
{
  "formula": "C13H11MoN2S3Sb",
  "method": "ωB97M-V/def2-TZVPD",
  "elements": ["Mo", "C", "C", "C", "C", "C", "C", "N", "N", "C", "C", "C", "C", "C", "C", "H", "H", "H", "H", "H", "H", "H", "H", "H", "S", "Sb", "S", "S", "C", "H", "H"],
  "xyz": [[-1.35206, -1.25567, -0.48089], [2.63866, -0.15130, 3.65968], [3.14638, 0.67099, 2.59750], [2.37950, 0.79743, 1.51532], [1.07681, 0.23420, 1.47100], [0.51979, -0.48731, 2.54317], [1.31588, -0.68185, 3.68769], [0.29905, 0.34362, 0.27271], [0.58880, 1.29072, -0.47390], [-0.30379, 1.42946, -1.55471], [-0.24133, 2.52722, -2.41258], [-1.18278, 2.61214, -3.43032], [-2.06197, 1.63666, -3.63838], [-2.04781, 0.49189, -2.93645], [-1.18649, 0.38481, -1.81173], [3.26538, -0.15627, 4.50517], [4.07354, 1.20216, 2.71707], [2.68301, 1.32023, 0.63856], [-0.43400, -0.85122, 2.53319], [0.98893, -1.12424, 4.66564], [0.38689, 3.41937, -2.22435], [-1.38997, 3.51138, -4.11021], [-2.81791, 1.66696, -4.38894], [-2.82357, -0.26790, -3.28959], [-0.93467, -3.52958, 1.08351], [-3.07836, -3.46078, -0.09517], [-2.10479, -2.64219, -2.08518], [-3.18892, -1.12285, 0.67667], [0.13986, -2.62296, 0.16240], [0.80877, -3.07396, -0.64825], [0.83719, -2.11118, 0.85139]],
  "atomic_forces_ev_per_a": [[2.36, 1.91, 0.39], [-1.12, 1.21, -1.07], [-0.44, -1.61, 2.61], [-2.22, -0.19, -1.76], [0.38, -0.69, 0.44], [3.26, 1.22, 0.38], [1.68, 0.81, 0.28], [-0.35, -0.32, 0.13], [-0.59, 0.51, 0.21], [0.60, -0.23, -0.90], [0.13, 1.31, 0.47], [0.54, 3.52, -1.00], [-1.50, -0.98, -1.36], [-0.67, -2.45, 1.59], [-1.61, -1.66, -0.96], [0.43, -0.55, 1.14], [0.31, -0.18, -0.09], [0.31, 0.45, -0.39], [-2.50, -0.84, -0.26], [0.04, 0.22, -1.43], [-0.11, -0.97, 0.02], [1.18, -1.04, 1.36], [-0.25, 0.56, -0.68], [1.41, 0.77, 1.10], [-1.22, -2.09, 1.55], [-0.15, -0.68, 0.20], [0.18, -0.51, -1.30], [-1.28, 0.99, 0.93], [2.89, 1.63, -2.33], [-1.30, 0.17, 0.95], [-0.38, -0.29, -0.21]],
  "mulliken_charge": [-0.393, -0.371, -0.603, -0.461, -0.102, -0.036, -0.796, 0.612, -0.656, 0.620, -0.436, -0.363, -0.617, -0.014, 0.771, 0.379, 0.408, 0.460, 0.799, 0.348, 0.392, 0.281, 0.409, 0.198, -0.153, 0.742, -0.351, -0.387, -0.284, 0.364, 0.239],
  "homo_ha": [-0.43432, -0.44050],
  "spin_multiplicity": 2,
  "s_squared": 0.7651,
  "total_charge": 1
}